1.
2 unconnected molecules or ions with the total composition C20H27N4 at a distorted geometry. Source: the Open Molecules 2025 dataset; level of theory: wB97M-V/def2-TZVPD.

Structure (ORCA input):
```
! wB97M-V def2-TZVPD RIJCOSX def2/J DEFGRID3
* xyz 1 1
C 1.93492 -1.44755 1.48911
C 1.52958 -1.50939 -0.06232
C 1.94216 -0.21702 -0.91721
C 1.67239 1.18902 -0.19310
C 0.65294 2.14789 -0.98768
N 0.31805 2.19141 -2.36770
N -0.62645 3.18220 -2.40337
C -0.90358 3.75659 -1.11700
C -2.00604 4.88995 -0.96369
C -2.83626 4.85163 0.41368
C -3.02947 3.39451 1.05022
C -3.63341 2.30000 0.05897
C -3.39027 0.80055 0.45763
C -3.86250 -0.39458 -0.39783
C -4.60418 -0.07351 -1.72259
C -4.85773 1.40063 -2.10381
C -4.39080 2.62432 -1.25725
N -0.07135 3.09683 -0.14673
H 1.12178 -0.81161 2.01418
H 2.02247 -2.45929 2.00218
H 2.92797 -0.89755 1.65344
H 2.10171 -2.39928 -0.53155
H 0.41617 -1.78385 -0.18222
H 3.07440 -0.30929 -1.12536
H 1.44376 -0.29373 -1.95621
H 1.27540 1.11844 0.87194
H 2.67703 1.75930 -0.18334
H -1.04183 3.37768 -3.32250
H -2.78419 4.89386 -1.81550
H -1.49135 5.92171 -1.02802
H -3.83934 5.38629 0.28812
H -2.23546 5.47209 1.18150
H -3.76918 3.51412 1.93159
H -2.06677 2.94392 1.49464
H -2.81317 0.58732 1.42416
H -3.64135 -1.45323 -0.05168
H -4.93685 -0.93596 -2.39027
H -5.40080 1.60833 -3.07945
H -4.56388 3.70841 -1.57397
H -0.05340 3.26938 0.86416
N 4.16938 -4.25593 1.31774
C 5.31777 -4.83779 1.69974
C 5.51500 -6.20877 1.73008
C 4.46553 -7.03139 1.34779
C 3.26675 -6.45717 0.95026
C 3.17067 -5.07531 0.95124
H 6.10731 -4.15346 1.99247
H 6.46462 -6.62279 2.04494
H 4.58062 -8.10966 1.35928
H 2.42672 -7.06902 0.64611
H 2.25451 -4.57923 0.64514
*
```

LUMO, Eh: -0.1247
Frontier orbital gap, hartree: 0.2925
Highest occupied orbital energy, eV: -11.35

In the natural (NBO) picture, each atom carries the following charge in e:
1 C -0.6285
2 C -0.4107
3 C -0.4144
4 C -0.4624
5 C 0.4055
6 N -0.2083
7 N -0.3252
8 C 0.4828
9 C -0.4838
10 C -0.4102
11 C -0.4493
12 C -0.0344
13 C -0.2379
14 C -0.1974
15 C -0.2191
16 C -0.2030
17 C -0.2645
18 N -0.5446
19 H 0.1838
20 H 0.2479
21 H 0.2144
22 H 0.2255
23 H 0.2051
24 H 0.2285
25 H 0.2376
26 H 0.2373
27 H 0.2592
28 H 0.4595
29 H 0.2635
30 H 0.2687
31 H 0.2499
32 H 0.2270
33 H 0.2577
34 H 0.1948
35 H 0.2220
36 H 0.2419
37 H 0.2450
38 H 0.2327
39 H 0.2238
40 H 0.4769
41 N -0.4348
42 C 0.0343
43 C -0.2557
44 C -0.1593
45 C -0.2590
46 C 0.0246
47 H 0.1955
48 H 0.2268
49 H 0.2228
50 H 0.2238
51 H 0.1835

***

2.
A single C20H27N5O4 molecule. Source: the Open Molecules 2025 dataset; level of theory: wB97M-V/def2-TZVPD.

Structure (ORCA input):
```
! wB97M-V def2-TZVPD RIJCOSX def2/J DEFGRID3
* xyz 0 1
C 1.00218 -6.46849 -1.88224
C 1.81109 -5.22166 -1.71193
C 1.23415 -4.00711 -1.56284
C 2.04135 -2.80482 -1.42301
N 1.79246 -1.56275 -1.33217
C 0.50127 -0.90738 -1.23228
C -0.64855 -1.66053 -0.55269
C -1.88739 -0.78065 -0.37818
C -1.59990 0.51346 0.36303
C -0.49234 1.26877 -0.37163
C 0.75892 0.41471 -0.50232
C -2.86896 1.35102 0.48944
N -2.66313 2.47678 1.39137
C -2.59987 3.73621 0.87430
O -2.67221 3.95782 -0.32489
C -2.48070 4.88098 1.81353
C -3.10673 5.14091 2.98315
O -2.80967 6.36397 3.41515
N -1.94569 6.96048 2.50229
C -1.76356 6.09340 1.55009
C -0.89655 6.41189 0.38242
C -2.20501 2.06474 2.71012
C -0.96686 1.19010 2.56884
O -1.18804 0.11337 1.68304
N 3.41353 -3.12859 -1.42865
C 3.90408 -4.36741 -1.58868
C 5.40105 -4.49878 -1.52112
O 6.02019 -3.25415 -1.82555
N 3.18013 -5.42796 -1.73754
H -0.06631 -6.26279 -1.86891
H 1.26510 -6.95103 -2.82452
H 1.24288 -7.17278 -1.08468
H 0.16227 -3.93434 -1.58226
H 0.17405 -0.65699 -2.25386
H -0.95400 -2.52234 -1.14104
H -0.31302 -2.02510 0.42203
H -2.29746 -0.52178 -1.36003
H -2.66031 -1.33410 0.16106
H -0.87828 1.53544 -1.36026
H -0.26718 2.21713 0.12044
H 1.15803 0.17692 0.48801
H 1.54082 0.95437 -1.03780
H -3.17802 1.73726 -0.47837
H -3.66460 0.72349 0.90388
H -3.79009 4.57420 3.59460
H -1.48328 6.38282 -0.53386
H -0.45346 7.39663 0.51149
H -0.10371 5.67005 0.28233
H -1.96849 2.93225 3.31909
H -3.00183 1.49557 3.19930
H -0.11979 1.80272 2.23770
H -0.70871 0.74817 3.53148
H 4.04690 -2.34028 -1.40856
H 5.67167 -4.78421 -0.49948
H 5.68875 -5.30455 -2.19246
H 6.69284 -3.38506 -2.49636
*
```

LUMO, Eh: 0.0213
SMILES: Cc1c/c(=N\[C@H]2CC[C@@]3(CC2)CN(C(=O)c2conc2C)CCO3)[nH]c(CO)n1
Frontier orbital gap, hartree: 0.3162
Highest occupied orbital energy, eV: -8.02

In the natural (NBO) picture, each atom carries the following charge in e:
1 C -0.6377
2 C 0.2452
3 C -0.3724
4 C 0.4308
5 N -0.5305
6 C -0.0585
7 C -0.4135
8 C -0.4022
9 C 0.2743
10 C -0.4528
11 C -0.3835
12 C -0.2450
13 N -0.4306
14 C 0.6713
15 O -0.6212
16 C -0.2836
17 C 0.1780
18 O -0.2805
19 N -0.1266
20 C 0.1916
21 C -0.6459
22 C -0.2451
23 C -0.0727
24 O -0.5506
25 N -0.5568
26 C 0.4623
27 C -0.1128
28 O -0.7290
29 N -0.5405
30 H 0.2118
31 H 0.2290
32 H 0.2293
33 H 0.2184
34 H 0.1794
35 H 0.1993
36 H 0.2162
37 H 0.2049
38 H 0.2148
39 H 0.2185
40 H 0.2114
41 H 0.2051
42 H 0.2181
43 H 0.2491
44 H 0.1984
45 H 0.2125
46 H 0.2499
47 H 0.2337
48 H 0.2267
49 H 0.2228
50 H 0.1961
51 H 0.1673
52 H 0.1992
53 H 0.4410
54 H 0.1954
55 H 0.2041
56 H 0.4862

***

3.
A molecular structure, C20H27N6SeTi at a distorted geometry. Source: the Open Molecules 2025 dataset; level of theory: wB97M-V/def2-TZVPD.

Structure (ORCA input):
```
! wB97M-V def2-TZVPD RIJCOSX def2/J DEFGRID3
* xyz 1 3
Ti 0.57129 0.21735 0.55322
C -1.23684 3.98305 1.81778
C -0.84657 2.66611 1.24591
N 0.18154 1.97963 1.56850
C 0.99984 2.04628 2.77980
C 0.59158 0.82000 3.60315
N 0.60723 -0.42716 2.78017
C 1.68558 -1.40964 3.04912
C 2.85985 -1.24543 2.09738
N 2.40402 -1.14488 0.70743
C 2.08616 -2.39821 -0.02597
C 0.58968 -2.71327 -0.10032
N -0.17720 -1.48902 -0.30988
C -1.32851 -1.43416 -0.95118
C -1.91398 -2.59597 -1.68175
C -1.97123 -0.13918 -0.85647
C -3.18101 0.30629 -1.41312
C -3.61088 1.59072 -1.16566
C -2.87131 2.45779 -0.32716
C -1.70436 1.99348 0.21630
N -1.28438 0.73272 -0.07069
H -0.48338 4.37553 2.49441
H -2.18934 3.92671 2.34728
H -1.36583 4.70335 1.00842
H 0.86939 2.97609 3.33509
H 2.05903 1.97788 2.50867
H -0.43495 0.96320 3.94376
H 1.22539 0.70176 4.48520
H -0.26626 -0.90808 2.95206
H 1.24340 -2.39934 2.91914
H 2.01997 -1.34139 4.08830
H 3.57025 -2.06840 2.22968
H 3.39914 -0.31996 2.32219
H 3.09252 -0.63683 0.16181
H 2.63183 -3.23597 0.41904
H 2.46742 -2.25602 -1.03660
H 0.24318 -3.18941 0.82478
H 0.42222 -3.43748 -0.90229
H -2.10899 -3.43090 -1.00492
H -1.22941 -2.94524 -2.45713
H -2.85109 -2.33706 -2.16809
H -3.76997 -0.34875 -2.04019
H -4.53786 1.93566 -1.60018
H -3.23591 3.45245 -0.11215
Se 1.91584 1.55926 -1.20497
C 1.13657 0.59013 -2.65930
C 1.69256 -0.57041 -3.18975
C 1.01690 -1.25942 -4.18287
N -0.15830 -0.88457 -4.68306
C -0.66879 0.24244 -4.19940
C -0.07423 1.00501 -3.20418
H 2.65167 -0.93659 -2.84569
H 1.44730 -2.16653 -4.59501
H -1.61646 0.56300 -4.61988
H -0.56436 1.90336 -2.85070
*
```

LUMO (alpha / beta), Eh: -0.1232 / -0.1294
Frontier orbital gap (alpha / beta), hartree: 0.2142 / 0.2587
Highest occupied orbital energy (alpha / beta), eV: -9.18 / -10.56

In the natural (NBO) picture, each atom carries the following charge in e:
1 Ti 1.4906
2 C -0.6914
3 C 0.3680
4 N -0.5708
5 C -0.2417
6 C -0.2176
7 N -0.6742
8 C -0.2270
9 C -0.2303
10 N -0.6962
11 C -0.2250
12 C -0.2369
13 N -0.6460
14 C 0.2922
15 C -0.6792
16 C 0.1206
17 C -0.1609
18 C -0.2002
19 C -0.1901
20 C 0.1228
21 N -0.6232
22 H 0.2351
23 H 0.2500
24 H 0.2588
25 H 0.2277
26 H 0.2200
27 H 0.2154
28 H 0.2157
29 H 0.4033
30 H 0.2117
31 H 0.2146
32 H 0.2160
33 H 0.2134
34 H 0.4292
35 H 0.2082
36 H 0.2285
37 H 0.1958
38 H 0.2235
39 H 0.2357
40 H 0.2504
41 H 0.2373
42 H 0.2337
43 H 0.2355
44 H 0.2337
45 Se -0.2459
46 C -0.1179
47 C -0.3021
48 C 0.0321
49 N -0.4244
50 C 0.0394
51 C -0.2922
52 H 0.2154
53 H 0.1970
54 H 0.1953
55 H 0.2264

***

4.
A single C20H27NO4 molecule. Source: the Open Molecules 2025 dataset; level of theory: wB97M-V/def2-TZVPD.

Structure (ORCA input):
```
! wB97M-V def2-TZVPD RIJCOSX def2/J DEFGRID3
* xyz 0 1
C -4.72683 -2.59202 -1.42845
C -4.09497 -1.52115 -0.59127
C -3.33239 -1.86300 0.52150
C -2.73433 -0.89033 1.30429
C -1.94166 -1.25209 2.52350
C -2.88883 0.44991 0.96224
C -3.63220 0.80376 -0.15306
O -3.84085 2.09627 -0.57650
C -2.99962 3.09538 -0.06245
C -1.53888 2.75273 -0.34262
O -1.13029 2.36639 -1.40792
O -0.78664 2.89956 0.74222
C 0.59142 2.53219 0.65923
C 0.79361 1.01756 0.87561
O 1.34929 0.59002 1.86442
N 0.27174 0.25942 -0.09929
C 0.48615 -1.16600 -0.16958
C 1.56275 -1.49834 -1.21666
C 2.84484 -0.79280 -0.86849
C 3.14395 0.39392 -1.37935
C 4.35950 1.19013 -1.01773
C 5.37524 0.35339 -0.24597
C 4.65895 -0.47113 0.81670
C 3.72395 -1.46993 0.14349
C -4.23895 -0.18607 -0.92226
H -5.20721 -3.33754 -0.79785
H -5.46682 -2.17136 -2.10375
H -3.96746 -3.09880 -2.02425
H -3.21178 -2.90541 0.78016
H -1.01613 -0.68186 2.56975
H -1.70405 -2.31273 2.53273
H -2.51661 -1.02373 3.42110
H -2.42494 1.19258 1.59200
H -3.26497 4.00651 -0.60685
H -3.14451 3.25704 1.01274
H 0.99430 2.82194 -0.31692
H 1.09273 3.07338 1.46226
H -0.10636 0.70566 -0.92466
H -0.45946 -1.65386 -0.42079
H 0.80996 -1.49020 0.82081
H 1.20928 -1.17954 -2.19933
H 1.71241 -2.57893 -1.23351
H 2.48044 0.85724 -2.09950
H 4.04314 2.04188 -0.40420
H 4.81432 1.59981 -1.92399
H 6.12263 1.00413 0.21184
H 5.89109 -0.31972 -0.93458
H 4.06838 0.18750 1.45607
H 5.38173 -0.99810 1.44235
H 4.30755 -2.24968 -0.35872
H 3.10421 -1.96066 0.89645
H -4.81685 0.11664 -1.78099
*
```

LUMO, Eh: 0.0264
SMILES: Cc1cc(C)cc(OCC(=O)OCC(=O)NCCC2=CCCCC2)c1
Frontier orbital gap, hartree: 0.3429
Highest occupied orbital energy, eV: -8.61

In the natural (NBO) picture, each atom carries the following charge in e:
1 C -0.6267
2 C 0.0148
3 C -0.2565
4 C 0.0378
5 C -0.6402
6 C -0.3554
7 C 0.3934
8 O -0.4942
9 C -0.1646
10 C 0.7867
11 O -0.6079
12 O -0.4921
13 C -0.1705
14 C 0.6597
15 O -0.6305
16 N -0.6220
17 C -0.2277
18 C -0.4239
19 C 0.0302
20 C -0.2072
21 C -0.4319
22 C -0.3913
23 C -0.3951
24 C -0.4430
25 C -0.2918
26 H 0.2183
27 H 0.2160
28 H 0.2200
29 H 0.2049
30 H 0.2329
31 H 0.2144
32 H 0.2222
33 H 0.2200
34 H 0.2263
35 H 0.1965
36 H 0.2108
37 H 0.2221
38 H 0.4263
39 H 0.2108
40 H 0.2246
41 H 0.2059
42 H 0.2130
43 H 0.1954
44 H 0.2010
45 H 0.2110
46 H 0.2063
47 H 0.1937
48 H 0.2142
49 H 0.2042
50 H 0.2068
51 H 0.2138
52 H 0.2182

***

Number 1: energy -996.862481 hartree. Number 2: energy -1353.038593 hartree. Number 3: energy -4357.636132 hartree. Number 4: energy -1134.048364 hartree.